Formula: C39H29FeN5O2PS2
Source: OMol25
Level of theory: ωB97M-V/def2-TZVPD

Geometry as ORCA input:
```
! RIJCOSX wB97M-V def2-TZVPD def2/J DEFGRID3
* xyz 0 6
Fe -0.34885 0.21028 0.05199
N -4.64514 1.34768 1.34666
C -3.31632 1.03110 1.27083
S -2.82062 -0.01106 -0.01870
N -2.51399 1.52031 2.16254
N -1.19248 1.21737 1.88358
C -0.55324 0.63975 2.82388
C 0.88598 0.46766 2.66766
C 1.62432 -0.17286 3.65612
C 3.00316 -0.17185 3.52210
C 3.57352 0.44760 2.41492
C 2.74064 0.99374 1.44822
N 1.41923 1.00993 1.56662
H -5.28255 0.72058 0.88932
H -4.94577 1.72219 2.23323
H -1.00960 0.30328 3.74864
H 1.12395 -0.65135 4.48529
H 3.62818 -0.64379 4.26863
H 4.64538 0.48114 2.27950
H 3.14590 1.43214 0.54386
O -1.19790 -2.33089 2.39833
C -0.94416 -2.31920 1.20754
O -0.00122 -1.59768 0.66446
C -1.67738 -3.24142 0.25161
C -2.24249 -4.38234 0.81296
C -2.83092 -5.35443 0.02321
C -2.84732 -5.20069 -1.35584
C -2.30620 -4.05793 -1.92223
C -1.74647 -3.05122 -1.13638
P -1.06924 -1.57363 -1.98666
C -2.31986 -1.02456 -3.17900
C -3.65527 -1.41993 -3.13815
C -4.58383 -0.84877 -3.99505
C -4.19740 0.13019 -4.89635
C -2.87755 0.55555 -4.92010
C -1.95058 -0.00303 -4.05629
C 0.25397 -2.35998 -2.95472
C 0.55712 -2.00373 -4.26552
C 1.64850 -2.56871 -4.91015
C 2.44824 -3.49226 -4.25472
C 2.14692 -3.85821 -2.95046
C 1.06018 -3.29524 -2.30281
H -2.19230 -4.48867 1.88798
H -3.25465 -6.23855 0.48144
H -3.27504 -5.96553 -1.99112
H -2.31137 -3.94945 -3.00004
H -3.98740 -2.15241 -2.41918
H -5.61746 -1.16712 -3.94668
H -4.92585 0.57516 -5.56194
H -2.56777 1.34545 -5.59245
H -0.94207 0.38736 -4.05325
H -0.06371 -1.30001 -4.80263
H 1.86642 -2.28552 -5.93223
H 3.30034 -3.93061 -4.75829
H 2.76351 -4.57936 -2.42897
H 0.83671 -3.57956 -1.28182
S 3.16082 0.49849 -3.06117
C 3.64253 -0.81093 -2.02768
C 4.77957 -1.60828 -2.09908
C 4.95856 -2.56792 -1.12455
C 4.02647 -2.73054 -0.09355
C 2.89158 -1.95066 -0.02354
C 2.69209 -0.98175 -1.01109
N 1.61914 -0.11092 -1.09226
C 1.73983 0.71618 -2.08683
C 0.71563 1.72579 -2.32613
C 0.79616 2.62575 -3.38976
C -0.22520 3.54032 -3.57481
C -1.30580 3.54976 -2.70024
C -1.37427 2.64451 -1.64920
C -0.36736 1.70628 -1.43818
H 5.50067 -1.48089 -2.89549
H 5.83534 -3.20180 -1.15522
H 4.20044 -3.48830 0.66001
H 2.15098 -2.07527 0.75237
H 1.64146 2.61322 -4.06970
H -0.18147 4.24708 -4.39355
H -2.10383 4.26856 -2.84580
H -2.23611 2.65774 -0.99461
*
```

## Properties
LUMO energy (alpha / beta): -0.199 / -0.376 eV

Which charges does Mulliken predict for the atoms? In e, they are: Fe 0.07; N -0.48; C 0.69; S -0.17; N -1.57; N 0.64; C -0.39; C 1.10; C -0.99; C -0.41; C -0.76; C -0.22; N -0.11; H 0.22; H 0.27; H 0.31; H 0.42; H 0.43; H 0.44; H 0.60; O -0.76; C -0.94; O 1.16; C 0.30; C -0.85; C -0.66; C -0.84; C -0.24; C 0.44; P 2.18; C 0.62; C -0.44; C -0.80; C -0.68; C -1.14; C -0.66; C 0.18; C -0.21; C -0.93; C -0.69; C -0.76; C -0.55; H 0.50; H 0.41; H 0.44; H 0.55; H 0.41; H 0.43; H 0.40; H 0.44; H 0.30; H 0.42; H 0.45; H 0.41; H 0.45; H 0.33; S -0.55; C 0.75; C -0.55; C -0.81; C -1.10; C -0.06; C -1.64; N 1.76; C 0.34; C 1.20; C -0.75; C -0.87; C -0.93; C 0.42; C -0.50; H 0.48; H 0.42; H 0.45; H 0.48; H 0.45; H 0.40; H 0.45; H 0.37

***

Formula: C39H30BrCl2MoN2O4P2S3
Source: OMol25
Level of theory: ωB97M-V/def2-TZVPD

Geometry as ORCA input:
```
! RIJCOSX wB97M-V def2-TZVPD def2/J DEFGRID3
* xyz -1 3
Mo -0.75488 0.26196 0.85538
C -3.07548 0.02188 -1.57135
P -1.58754 -0.95618 -1.12852
C -2.05566 -2.71978 -1.02114
C -3.36090 -3.16416 -0.82924
C -3.61897 -4.51732 -0.66149
C -2.57792 -5.43547 -0.67163
C -1.27553 -5.00171 -0.87600
C -1.01542 -3.64981 -1.05379
C -0.61708 -1.05781 -2.68170
C -1.22064 -1.48719 -3.86349
C -0.47036 -1.62477 -5.02063
C 0.89375 -1.34553 -5.00359
C 1.50429 -0.94612 -3.82658
C 0.74944 -0.80821 -2.66764
C -2.65744 1.44418 -1.34835
C -3.05819 2.64316 -1.89124
C -2.28381 3.66036 -1.25856
C -1.45232 3.02834 -0.36614
C -0.31133 3.47514 0.50358
P 0.87557 2.09837 0.17652
C 1.31734 2.60335 -1.54990
C 2.37601 3.48253 -1.79437
C 2.59631 3.98821 -3.06937
C 1.76603 3.62131 -4.12093
C 0.71605 2.74620 -3.89098
C 0.49160 2.24662 -2.61495
C 2.44810 2.40640 1.02374
C 2.73578 3.59031 1.69137
C 3.97494 3.76361 2.29592
C 4.92571 2.75380 2.23791
C 4.64293 1.56843 1.57173
C 3.40674 1.39436 0.96882
N -1.68253 1.67563 -0.41298
H -3.87047 -0.27239 -0.88312
H -3.40382 -0.15392 -2.59359
H -4.17895 -2.45705 -0.78854
H -4.63662 -4.85148 -0.49964
H -2.78235 -6.48722 -0.50809
H -0.45463 -5.70835 -0.88779
H 0.00637 -3.31782 -1.19229
H -2.27638 -1.73375 -3.87335
H -0.94579 -1.95679 -5.93563
H 1.47645 -1.44625 -5.91192
H 2.56692 -0.73770 -3.80657
H 1.22505 -0.51340 -1.73984
H -3.80999 2.78438 -2.65566
H -2.32883 4.72341 -1.44686
H -0.56143 3.49757 1.56582
H 0.09041 4.43315 0.18444
H 3.03783 3.77170 -0.98809
H 3.41372 4.68069 -3.23902
H 1.93657 4.02387 -5.11318
H 0.05441 2.45901 -4.70041
H -0.34490 1.58971 -2.44662
H 1.99044 4.37364 1.75526
H 4.19392 4.68920 2.81544
H 5.88547 2.88870 2.72244
H 5.37322 0.76963 1.54111
H 3.16437 0.45675 0.48111
S -4.92649 -0.14143 3.23316
C -3.48661 0.03207 2.44719
S -2.61976 1.47958 2.24677
S -2.63241 -1.27307 1.69445
Cl 0.55878 3.53109 4.42534
C 1.25513 1.91775 4.67586
Cl 0.49055 1.13141 6.08174
C 1.10984 0.95221 3.47088
O 1.92027 0.03951 3.43975
O 0.13019 1.23855 2.68531
H 2.30211 2.03604 4.91275
Br -1.73983 -2.95168 6.14275
C -0.88323 -3.56990 4.57653
C -0.87002 -4.93127 4.31706
N -0.27702 -5.45000 3.24482
C 0.30526 -4.60286 2.39645
C 0.30641 -3.22481 2.55755
C -0.30155 -2.68904 3.68443
C 0.89448 -2.41346 1.43949
O 1.74713 -2.90231 0.73093
O 0.44053 -1.19116 1.23162
H -1.35892 -5.62381 4.99498
H 0.79376 -5.03285 1.52891
H -0.32416 -1.62593 3.85542
*
```

## Properties
ΔE to the lowest compared entry with this formula, charge and spin: 0.959 eV
LUMO energy (alpha / beta): 2.307 / 1.724 eV

Which charges does Mulliken predict for the atoms? In e, they are: Mo -1.63; C -1.00; P 1.91; C 1.22; C -0.31; C -0.68; C -0.56; C -0.56; C -0.92; C 0.24; C -0.67; C -0.80; C -0.62; C -0.85; C 0.27; C -0.38; C -1.42; C -1.10; C -0.41; C -0.91; P 3.37; C 0.84; C -1.30; C -0.79; C -0.83; C -1.09; C -0.18; C -0.01; C 0.15; C -0.88; C -0.55; C -0.76; C -0.22; N 1.28; H 0.56; H 0.62; H 0.37; H 0.42; H 0.38; H 0.40; H 0.29; H 0.34; H 0.40; H 0.39; H 0.44; H 0.22; H 0.49; H 0.49; H 0.34; H 0.66; H 0.37; H 0.42; H 0.39; H 0.50; H 0.50; H 0.36; H 0.40; H 0.35; H 0.41; H 0.43; S -0.32; C 0.32; S -0.29; S 0.07; Cl -0.19; C 0.04; Cl -0.19; C 0.08; O -0.63; O -0.41; H 0.39; Br -0.19; C -0.31; C -0.16; N -0.67; C -0.78; C 0.65; C 0.26; C -0.06; O -0.70; O -0.24; H 0.36; H 0.56; H 0.61

***

| no. | E_tot (eV) |
| --- | --- |
| 1 | -117807.33199 |
| 2 | -200132.77959 |